# 1
Entry from the Open Molecules 2025 dataset: one molecule with the formula C20H21N3O3S in a non-equilibrium geometry (the ωB97M-V functional and the def2-TZVPD basis).

The geometry in XYZ format:
```
48
C20H21N3O3S, DFT the ωB97M-V functional and the def2-TZVPD basis
S 0.16 -0.97 2.69
O -1.30 -3.03 1.10
O -3.24 -2.64 2.12
O 0.33 1.49 -2.38
N -2.08 0.60 0.02
N -1.89 -0.15 1.12
N 0.06 0.64 0.49
C 3.15 2.16 3.65
C 2.49 3.36 3.86
C 1.19 2.98 1.89
C -0.13 -3.19 -5.53
C -0.93 1.07 -0.36
C 0.14 0.34 -3.11
C -1.09 -1.58 -3.85
C -0.70 1.95 -1.54
C 1.47 0.92 0.49
C 1.85 1.78 1.67
C 1.19 -0.03 -3.93
C 2.82 1.37 2.56
C -2.24 -1.09 4.08
C -1.01 -0.44 -3.07
C -0.61 -0.12 1.39
C -1.92 -2.57 2.02
C -1.28 -1.94 3.25
C -0.04 -1.96 -4.68
C 1.10 -1.17 -4.71
C 1.51 3.77 2.98
H 3.91 1.83 4.34
H -1.98 -2.18 -3.81
H -1.10 -3.67 -5.42
H 1.72 1.42 -0.46
H -2.68 -0.32 3.45
H 0.64 -3.91 -5.25
H 1.93 -1.45 -5.35
H 0.02 -2.94 -6.58
H 0.42 3.30 1.20
H -1.65 2.06 -2.08
H -0.37 2.94 -1.21
H -3.03 -1.71 4.47
H 0.99 4.70 3.14
H 2.74 3.97 4.72
H 3.33 0.43 2.41
H -1.84 -0.19 -2.43
H 2.01 -0.04 0.53
H -1.70 -0.62 4.90
H -0.84 -2.74 3.86
H -3.62 -2.99 1.30
H 2.08 0.58 -3.95
```

LUMO energy   0.625 eV
Frontier orbital gap   0.33091 Eh
E_HOMO   -8.379 eV
Spin multiplicity   1
SMILES   Cc1ccc(OCc2nnc(S[C@@H](C)C(=O)O)n2Cc2ccccc2)cc1
E_tot   -1562.91476 Eh
Largest force on an atom   1.21 eV/Å

natural (NBO) atomic charge list, values in e, 8 entries: number 1, S, carries 0.298; number 2, O, carries -0.599; number 3, O, carries -0.679; number 4, O, carries -0.520; number 5, N, carries -0.274; number 6, N, carries -0.346; number 7, N, carries -0.364; number 8, C, carries -0.205


# 2
Entry from the Open Molecules 2025 dataset: one molecule with the formula C20H21N5O2S in a non-equilibrium geometry (the ωB97M-V functional and the def2-TZVPD basis).

The geometry in XYZ format:
```
49
C20H21N5O2S, DFT the ωB97M-V functional and the def2-TZVPD basis
S 0.22 2.93 1.94
O 0.73 -3.89 -0.12
O 1.78 0.47 3.50
N -1.31 1.53 0.15
N 2.33 0.35 -0.06
N -3.86 -1.33 -3.28
N 0.59 2.28 -0.68
N -0.03 1.57 -1.63
C -1.74 0.07 2.03
C 2.01 -0.03 1.22
C -2.59 -1.65 -3.17
C -3.45 0.63 -2.00
C -2.11 0.29 -1.88
C 2.42 -3.67 -1.79
C 2.22 -0.70 -0.90
C -0.17 2.24 0.39
C -1.61 0.21 3.33
C 2.44 -0.48 -2.36
C -1.16 1.12 -1.15
C 1.93 0.86 2.36
C 1.57 -3.18 -0.63
C 1.70 -1.39 1.19
C -1.66 -0.88 -2.49
C 1.84 -1.81 -0.16
C 1.34 -2.24 2.35
C -4.28 -0.22 -2.71
C 1.96 2.36 2.08
C -2.29 1.14 1.13
H -3.83 1.55 -1.57
H 2.00 -1.28 -2.94
H -1.90 1.12 3.84
H -3.17 0.77 0.60
H -2.57 2.02 1.71
H 3.51 -0.44 -2.58
H 2.34 2.88 2.96
H 3.37 -3.16 -1.84
H -1.20 -0.57 3.95
H 0.70 -3.06 2.04
H -0.63 -1.18 -2.41
H -5.33 0.01 -2.84
H 2.57 -4.74 -1.67
H -2.29 -2.58 -3.66
H 2.49 2.67 1.19
H 2.25 -2.66 2.79
H 1.99 0.46 -2.65
H 1.87 -3.52 -2.72
H 0.86 -1.64 3.12
H -1.43 -0.83 1.52
H 2.46 1.30 -0.39
```

LUMO energy   0.272 eV
Frontier orbital gap   0.32378 Eh
E_HOMO   -8.539 eV
Spin multiplicity   1
SMILES   C=CCn1c(SCC(=O)c2[nH]c(C)c(C(C)=O)c2C)nnc1-c1ccncc1
E_tot   -1597.16733 Eh
Largest force on an atom   1.07 eV/Å

natural (NBO) atomic charge list, values in e, 8 entries: number 1, S, carries 0.283; number 2, O, carries -0.552; number 3, O, carries -0.559; number 4, N, carries -0.363; number 5, N, carries -0.485; number 6, N, carries -0.405; number 7, N, carries -0.333; number 8, N, carries -0.299


# 3
Entry from the Open Molecules 2025 dataset: one molecule with the formula C20H21NO4S (the ωB97M-V functional and the def2-TZVPD basis).

The geometry in XYZ format:
```
47
C20H21NO4S, DFT the ωB97M-V functional and the def2-TZVPD basis
S -0.26 1.44 1.80
O -0.27 0.41 2.81
O 0.97 1.67 1.11
O 2.26 -2.57 1.37
O 3.33 0.49 -4.24
N 1.76 -0.13 -1.89
C 1.99 -1.76 0.32
C 3.00 -1.70 -0.68
C -1.52 0.98 -0.70
C -0.81 -3.19 3.48
C 0.16 1.28 -2.58
C -0.71 3.02 2.60
C -2.70 0.99 -1.45
C -1.64 1.15 0.68
C 1.42 0.75 -2.90
C -0.25 0.74 -1.37
C 0.76 -0.15 -0.95
C 1.69 2.04 -5.02
C 0.16 -3.42 2.33
C -2.88 1.24 1.28
C 0.85 -1.00 0.15
C -4.04 1.21 0.52
C -3.94 1.11 -0.86
C 1.39 -2.54 2.50
C 2.25 1.03 -4.05
C 2.86 -0.90 -1.76
H -0.33 -3.20 1.39
H 0.47 -4.47 2.30
H -1.72 -3.78 3.35
H -4.83 1.11 -1.46
H 2.01 -2.90 3.32
H 0.19 3.37 3.09
H -5.00 1.27 1.00
H 0.05 -1.01 0.86
H -1.49 2.86 3.33
H 3.60 -0.82 -2.54
H 2.40 2.18 -5.84
H -0.38 2.00 -3.15
H -2.62 0.87 -2.53
H -1.02 3.71 1.83
H 1.09 -1.51 2.71
H 1.53 3.00 -4.52
H 0.74 1.70 -5.42
H -2.93 1.32 2.36
H 3.88 -2.31 -0.55
H -1.09 -2.13 3.52
H -0.36 -3.46 4.43
```

LUMO energy   0.416 eV
Frontier orbital gap   0.28186 Eh
E_HOMO   -7.254 eV
Spin multiplicity   1
SMILES   CCCOc1ccn2c(C(C)=O)cc(-c3ccccc3S(C)(=O)=O)c2c1
E_tot   -1528.61114 Eh
Largest force on an atom   0.99 eV/Å

natural (NBO) atomic charge list, values in e, 8 entries: number 1, S, carries 2.170; number 2, O, carries -0.967; number 3, O, carries -0.932; number 4, O, carries -0.481; number 5, O, carries -0.594; number 6, N, carries -0.301; number 7, C, carries 0.355; number 8, C, carries -0.294


# 4
Entry from the Open Molecules 2025 dataset: a 2-piece molecular cluster, C20H21O9S2 overall in a non-equilibrium geometry (the ωB97M-V functional and the def2-TZVPD basis).

The geometry in XYZ format:
```
52
C20H21O9S2, DFT the ωB97M-V functional and the def2-TZVPD basis
S -0.56 -1.39 2.55
S -1.71 -2.46 -0.10
O 3.66 -1.63 -1.04
O 2.97 1.58 0.11
O -1.04 -2.59 3.17
O -1.24 -3.69 -0.69
O 4.26 -0.68 0.93
O 1.77 -0.33 -2.53
O -2.87 -2.43 0.75
O 0.63 -0.72 3.01
O 1.79 1.87 -1.99
C -2.37 0.71 -3.34
C -2.07 -1.29 -1.43
C -3.08 0.78 -2.14
C 0.72 -1.13 0.18
C -3.95 1.68 2.49
C 2.00 0.57 -1.74
C 5.18 -1.75 1.18
C -0.36 -1.68 0.78
C -1.89 -0.17 2.56
C 3.57 1.83 1.40
C -4.17 0.41 3.03
C 1.18 2.17 -3.26
C -3.14 -0.52 3.07
C -2.69 2.02 1.98
C -1.54 -0.39 -3.60
C 2.58 0.40 -0.35
C 3.53 -0.76 -0.20
C -2.96 -0.24 -1.19
C -1.41 -1.40 -2.65
C -1.65 1.10 2.03
H -0.77 -2.27 -2.84
H -5.15 0.13 3.42
H -2.52 3.00 1.54
H 1.36 -0.50 0.80
H -3.29 -1.52 3.48
H -3.74 1.63 -1.93
H 5.95 -1.35 1.83
H 1.28 3.24 -3.39
H -3.54 -0.22 -0.27
H 4.56 1.37 1.47
H 1.69 1.62 -4.06
H 3.65 2.91 1.43
H 0.12 1.88 -3.25
H -2.46 1.50 -4.08
H -4.76 2.41 2.46
H 2.91 1.47 2.20
H -0.66 1.34 1.65
H 4.66 -2.57 1.69
H -0.99 -0.47 -4.53
H 0.99 -1.39 -0.85
H 5.61 -2.11 0.24
```

LUMO energy   2.655 eV
Charge   -1
Frontier orbital gap   0.19308 Eh
E_HOMO   -2.599 eV
Spin multiplicity   1
E_tot   -2248.15528 Eh
Largest force on an atom   5.20 eV/Å

natural (NBO) atomic charge list, values in e, 8 entries: number 1, S, carries 2.169; number 2, S, carries 2.165; number 3, O, carries -0.652; number 4, O, carries -0.548; number 5, O, carries -0.931; number 6, O, carries -0.926; number 7, O, carries -0.544; number 8, O, carries -0.704